This record from the Open Molecules 2025 dataset describes a 2-piece molecular cluster, C3H9NO2 overall. The level of theory is wB97M-V/def2-TZVPD.

Geometry as XYZ:
```
15
Properties=species:S:1:pos:R:3:nbo_charge:R:1
C 2.3040 -0.5064 -0.0980 0.460
C -1.6593 0.9397 -0.7373 0.103
C 1.3731 -1.4696 0.5576 -0.743
N -0.8748 1.0188 0.4773 -0.883
O 2.0748 0.6526 -0.3113 -0.542
O -2.9769 0.5738 -0.4433 -0.720
H -2.9455 -0.1780 0.1595 0.467
H 3.2763 -0.9492 -0.3918 0.100
H -1.2248 1.7699 1.0649 0.359
H 0.0944 1.2240 0.2506 0.390
H -1.7396 1.8877 -1.2930 0.146
H -1.1811 0.1912 -1.3909 0.137
H 1.8423 -1.8529 1.4621 0.236
H 1.2073 -2.3153 -0.1073 0.233
H 0.4297 -0.9862 0.8010 0.256
```

Output
- HOMO level (eV) = -9.535
- relative energy (zero: lowest compared OMol25 entry of this formula, charge and spin) (eV) = 1.5343
- multiplicity = 1
- SMILES string = CC=O.NCO
- E (eV) = -8841.4210
- net charge = 0
- lowest unoccupied orbital energy (eV) = 0.95
- strongest force on any atom (eV/Å) = 0.6
- orbital gap (eV) = 10.486



This record from the Open Molecules 2025 dataset describes C9H22BrO6PS as an isolated structure in a non-equilibrium geometry. The level of theory is wB97M-V/def2-TZVPD.

Geometry as XYZ:
```
40
Properties=species:S:1:pos:R:3:nbo_charge:R:1
C -1.5941 3.8588 1.4059 -0.614
C -0.5035 4.9100 1.5704 -0.713
P 1.1447 4.5846 0.8027 0.777
C 0.8373 3.9105 -0.8929 -0.936
C 1.9768 3.1719 1.7249 -0.271
O 2.2352 3.6736 3.0318 -0.485
C 1.2071 3.2397 3.8296 0.968
O 0.9224 3.7488 4.8837 -0.546
O 0.5921 2.1796 3.2622 -0.520
C 1.2888 1.8805 2.0706 0.074
S 2.6454 0.6851 2.5509 -0.017
Br 0.2783 0.9939 0.6871 0.087
H -1.3145 2.8936 1.7939 0.208
H -1.9095 3.7379 0.3799 0.203
H -2.4708 4.1725 1.9573 0.217
H -0.8279 5.8114 1.0721 0.238
H -0.3804 5.1299 2.6199 0.245
H -0.1333 3.4619 -1.0169 0.232
H 1.6146 3.1850 -1.0764 0.236
H 0.9956 4.7324 -1.5697 0.240
H 2.8642 2.9802 1.1401 0.239
H 1.8503 -0.3298 2.9019 0.137
C 0.4948 -3.0675 -0.2396 -0.247
O -0.1124 -2.6247 -1.4508 -0.726
H 0.7106 -4.1282 -0.3419 0.174
H 1.4299 -2.5319 -0.0571 0.170
H -0.1812 -2.9221 0.6071 0.166
H -0.3003 -1.6886 -1.3581 0.465
C -2.6465 -2.5269 -3.6904 -0.249
O -2.9340 -1.2228 -4.1970 -0.728
H -2.4709 -2.4379 -2.6236 0.186
H -3.4899 -3.2024 -3.8569 0.160
H -1.7497 -2.9362 -4.1607 0.167
H -3.0864 -1.3015 -5.1400 0.462
C 0.6564 -7.2481 -0.8716 -0.249
O 0.0507 -6.7832 -2.0747 -0.722
H 0.8605 -8.3080 -0.9930 0.186
H 1.5986 -6.7249 -0.6844 0.159
H -0.0166 -7.1110 -0.0205 0.161
H -0.1326 -5.8461 -1.9757 0.465
```

Output
- HOMO level (eV) = -8.899
- multiplicity = 1
- E (eV) = -112139.1232
- net charge = 0
- lowest unoccupied orbital energy (eV) = 0.01
- strongest force on any atom (eV/Å) = 2.3
- orbital gap (eV) = 8.910



This record from the Open Molecules 2025 dataset describes C27H22N5O2PdS2Se as an isolated structure in a non-equilibrium geometry. The level of theory is wB97M-V/def2-TZVPD.

Geometry as XYZ:
```
60
Properties=species:S:1:pos:R:3:nbo_charge:R:1
Pd 0.0562 -0.3525 0.1384 1.185
O 0.3037 -1.0376 -1.7120 -0.679
C 1.2980 -0.6592 -2.4918 0.360
C 1.0925 -0.7104 -3.8797 -0.233
C 2.1037 -0.3906 -4.7577 -0.152
C 3.3747 -0.0298 -4.2953 -0.258
C 3.5981 0.0120 -2.9428 -0.126
C 2.5738 -0.2827 -2.0226 -0.259
C 2.8773 -0.1535 -0.6289 0.171
N 2.0582 -0.2905 0.3474 -0.236
N 2.4834 -0.1173 1.6390 -0.410
C 1.4933 0.0507 2.4716 0.560
O 0.2450 0.1002 2.1126 -0.668
C 1.7999 0.2054 3.9093 -0.078
C 0.7483 0.2918 4.8184 -0.180
C 1.0124 0.4239 6.1719 -0.216
C 2.3249 0.4728 6.6196 -0.175
C 3.3743 0.3877 5.7133 -0.214
C 3.1173 0.2543 4.3604 -0.174
H 0.1121 -1.0057 -4.2288 0.226
H 1.9073 -0.4135 -5.8217 0.227
H 4.1630 0.2103 -4.9940 0.231
H 4.5796 0.2665 -2.5594 0.218
H 3.8924 0.1156 -0.3478 0.232
H -0.2681 0.2529 4.4524 0.229
H 0.1939 0.4902 6.8760 0.223
H 2.5311 0.5775 7.6766 0.224
H 4.3967 0.4243 6.0650 0.224
H 3.9275 0.1883 3.6479 0.232
C -2.9188 -2.4723 0.1596 -0.662
C -3.0687 -0.9962 0.1276 0.108
N -2.0868 -0.1268 0.0937 -0.503
C -2.5460 1.1797 0.0285 0.182
C -3.8937 1.2887 0.0287 -0.435
S -4.6086 -0.2577 0.1095 0.538
C -1.5654 2.2566 -0.0162 0.069
C -1.7869 3.5907 0.0791 -0.411
S -0.3016 4.4246 0.0179 0.533
C 0.5485 2.9468 -0.1262 0.099
N -0.2418 1.9054 -0.1349 -0.507
C 2.0353 2.9154 -0.2175 -0.669
H -1.8691 -2.7268 0.1231 0.245
H -3.4220 -2.9287 -0.6931 0.254
H -3.3559 -2.8838 1.0697 0.250
H -4.4938 2.1815 -0.0188 0.263
H -2.7208 4.1161 0.1866 0.259
H 2.4417 3.9243 -0.2332 0.245
H 2.3426 2.4007 -1.1278 0.247
H 2.4502 2.3894 0.6442 0.251
Se 0.6906 -2.7025 0.9365 0.309
C 0.0016 -4.1910 -0.0138 -0.245
C -0.8773 -5.0423 0.6482 -0.259
C -1.2625 -6.2083 0.0006 0.039
N -0.8574 -6.5303 -1.2238 -0.375
C -0.0294 -5.6994 -1.8524 0.042
C 0.4356 -4.5184 -1.2923 -0.238
H -1.2365 -4.8101 1.6419 0.236
H -1.9381 -6.9070 0.4801 0.208
H 0.2804 -5.9986 -2.8465 0.208
H 1.1155 -3.8747 -1.8330 0.239
```

Output
- HOMO level (spin up / spin down) (eV) = -10.783 / -10.783
- relative energy (zero: lowest compared OMol25 entry of this formula, charge and spin) (eV) = 0.3321
- multiplicity = 1
- E (eV) = -130391.5446
- net charge = +1
- lowest unoccupied orbital energy (spin up / spin down) (eV) = -5.09 / -5.09
- strongest force on any atom (eV/Å) = 2.4
- orbital gap (spin up / spin down) (eV) = 5.697 / 5.692



This record from the Open Molecules 2025 dataset describes one molecule with the formula C21H25FN4O3S in a non-equilibrium geometry. The level of theory is wB97M-V/def2-TZVPD.

Geometry as XYZ:
```
55
Properties=species:S:1:pos:R:3:nbo_charge:R:1
O -3.9793 -1.9485 0.0693 -0.593
C -3.1000 -1.3192 0.6080 0.715
N -2.9151 -1.4695 1.9689 -0.633
C -1.9291 -0.9921 2.7841 0.263
N -0.9512 -0.2232 2.4546 -0.504
C -0.1421 0.0340 3.5129 -0.037
C -0.5011 -0.5427 4.6839 -0.448
S -1.9381 -1.4720 4.4810 0.366
H -0.0215 -0.4859 5.6387 0.245
H 0.7133 0.6647 3.3594 0.215
H -3.5785 -2.0999 2.4059 0.418
C -2.1698 -0.3686 -0.0908 -0.521
C -2.3370 -0.4634 -1.6118 -0.485
C -1.1704 0.2203 -2.2856 0.707
O -1.1494 1.4399 -2.3980 -0.671
N -0.1440 -0.5362 -2.7390 -0.429
C -0.0331 -1.9771 -2.5717 -0.225
C 0.0799 -2.4160 -1.1304 -0.061
C 1.0990 -1.9115 -0.3281 -0.210
C 1.1917 -2.2682 1.0045 -0.221
C 0.2603 -3.1492 1.5223 0.380
C -0.7399 -3.6961 0.7408 -0.288
C -0.8228 -3.3229 -0.5889 -0.194
H -1.6055 -3.7438 -1.2023 0.222
H -1.4392 -4.3961 1.1697 0.234
F 0.3283 -3.4853 2.8288 -0.328
H 1.9714 -1.8756 1.6371 0.227
H 1.8324 -1.2416 -0.7475 0.240
H 0.8713 -2.2905 -3.0988 0.230
H -0.8856 -2.4753 -3.0467 0.207
C 0.9440 0.1545 -3.4190 -0.307
H 1.4208 -0.5229 -4.1278 0.221
H 0.5214 1.0091 -3.9545 0.239
C 1.9947 0.6544 -2.4137 0.667
O 3.0862 0.1299 -2.2969 -0.647
N 1.5543 1.6865 -1.6860 -0.632
H 0.6029 2.0069 -1.8402 0.433
C 2.2721 2.2495 -0.5638 -0.051
H 3.2779 1.8239 -0.5992 0.234
C 1.5471 1.9221 0.7504 -0.419
C 0.5386 3.0569 0.8897 -0.409
H 0.1329 3.1388 1.8968 0.213
C 1.3518 4.2843 0.4817 -0.405
H 0.7202 5.1099 0.1588 0.213
H 1.9469 4.6264 1.3298 0.197
C 2.2741 3.7892 -0.6437 -0.419
H 3.2819 4.1857 -0.5328 0.216
H 1.9012 4.0994 -1.6195 0.214
H -0.2904 2.9030 0.1978 0.203
H 1.0789 0.9391 0.7253 0.225
H 2.2618 1.9526 1.5742 0.200
H -3.2448 0.0670 -1.9037 0.247
H -2.4430 -1.5044 -1.9037 0.225
H -1.1481 -0.5961 0.2138 0.271
H -2.3783 0.6456 0.2559 0.255
```

Output
- HOMO level (eV) = -8.805
- relative energy (zero: lowest compared OMol25 entry of this formula, charge and spin) (eV) = 0.0300
- multiplicity = 1
- SMILES string = O=C(CCC(=O)N(CC(=O)NC1CCCC1)Cc1ccc(F)cc1)Nc1nccs1
- E (eV) = -47840.5227
- net charge = 0
- lowest unoccupied orbital energy (eV) = 0.50
- strongest force on any atom (eV/Å) = 1.1
- orbital gap (eV) = 9.306



This record from the Open Molecules 2025 dataset describes C14H15Cl3F5N4OsS as an isolated structure. The level of theory is wB97M-V/def2-TZVPD.

Geometry as XYZ:
```
43
Properties=species:S:1:pos:R:3:nbo_charge:R:1
Os -0.6253 -0.5841 -0.0093 1.342
C 2.4286 -0.8722 0.1273 -0.253
C 2.0172 -0.1590 1.4056 -0.252
N 0.6993 -0.6563 1.8758 -0.646
C 0.7177 -2.0407 2.4321 -0.267
C -0.4426 -2.8456 1.8784 -0.240
N -0.5086 -2.6717 0.3852 -0.625
C 0.6314 -3.3294 -0.3514 -0.263
C 1.1550 -2.3946 -1.4175 -0.255
N 1.2792 -1.0075 -0.8501 -0.630
H 2.8085 -1.8726 0.3276 0.228
H 3.2334 -0.3202 -0.3537 0.268
H 1.9229 0.9134 1.2424 0.236
H 2.7834 -0.3131 2.1686 0.259
H 0.3218 -0.0043 2.5603 0.433
H 0.6647 -2.0192 3.5204 0.272
H 1.6756 -2.4924 2.1786 0.225
H -1.3899 -2.4799 2.2782 0.232
H -0.3560 -3.9030 2.1315 0.264
H -1.3781 -3.1056 0.0737 0.437
H 0.2866 -4.2615 -0.7970 0.273
H 1.3997 -3.5897 0.3734 0.229
H 0.4671 -2.3340 -2.2636 0.239
H 2.1189 -2.7347 -1.7999 0.265
H 1.4676 -0.3822 -1.6272 0.441
F 1.4873 5.9467 -3.2830 -0.176
C 0.9702 5.0226 -2.5620 0.458
C 1.6701 3.7794 -2.4403 0.395
F 2.8068 3.6480 -3.0564 -0.218
C 1.1369 2.7847 -1.6799 0.271
F 1.8206 1.6460 -1.5521 -0.308
C -0.0945 2.9333 -1.0083 -0.189
S -0.9005 1.8359 0.0251 0.052
C -0.7653 4.2078 -1.1532 0.412
F -1.9050 4.3777 -0.5444 -0.226
C -0.2505 5.2296 -1.9079 0.277
F -0.8682 6.3704 -2.0350 -0.215
Cl -5.6101 1.3289 1.1060 0.172
C -5.1811 -0.3600 1.0485 -0.283
Cl -5.3498 -1.1484 2.6097 0.157
Cl -6.0010 -1.2319 -0.2293 0.171
C -3.7309 -0.4289 0.7152 0.560
N -2.6132 -0.4815 0.4581 -0.524
```

Output
- HOMO level (spin up / spin down) (eV) = -18.332 / -18.879
- relative energy (zero: lowest compared OMol25 entry of this formula, charge and spin) (eV) = 0.1047
- multiplicity = 5
- E (eV) = -85147.4438
- <S²> = 6.0315
- net charge = +3
- lowest unoccupied orbital energy (spin up / spin down) (eV) = -9.61 / -13.08
- strongest force on any atom (eV/Å) = 0.4
- orbital gap (spin up / spin down) (eV) = 8.723 / 5.798



This record from the Open Molecules 2025 dataset describes C39H35IrN2O3P2S4 as an isolated structure. The level of theory is wB97M-V/def2-TZVPD.

Geometry as XYZ:
```
86
Properties=species:S:1:pos:R:3:lowdin_charge:R:1
Ir -0.5708 -0.5676 0.9581 0.647
S -1.0610 2.9348 -1.6797 0.204
P -0.2435 1.1994 -2.1672 0.355
C -0.1559 -0.0022 -0.9551 -0.705
P 0.2706 -1.6336 -0.7824 0.737
S -0.1049 -3.8155 2.6279 -0.104
C -0.6104 -2.9522 -1.6810 -0.330
C -0.6197 -3.0508 -3.0714 -0.112
C -1.3578 -4.0388 -3.6988 -0.106
C -2.0937 -4.9380 -2.9400 -0.109
C -2.0975 -4.8405 -1.5579 -0.083
C -1.3644 -3.8481 -0.9239 -0.097
C 2.0546 -1.9947 -0.9430 -0.329
C 2.5773 -3.0360 -1.6971 -0.094
C 3.9502 -3.2095 -1.7889 -0.107
C 4.8055 -2.3577 -1.1047 -0.108
C 4.2847 -1.3368 -0.3176 -0.076
C 2.9164 -1.1561 -0.2347 -0.080
C 1.3889 1.4493 -2.9871 -0.327
C 2.1424 0.3617 -3.4246 -0.098
C 3.3842 0.5409 -4.0064 -0.088
C 3.8927 1.8248 -4.1645 -0.110
C 3.1504 2.9154 -3.7426 -0.100
C 1.9041 2.7297 -3.1589 -0.106
C -1.2113 0.4226 -3.5281 -0.332
C -2.3837 -0.2403 -3.1650 -0.095
C -3.1616 -0.8622 -4.1217 -0.093
C -2.7796 -0.8383 -5.4585 -0.117
C -1.6195 -0.1798 -5.8303 -0.106
C -0.8400 0.4522 -4.8672 -0.091
H -0.0706 -2.3314 -3.6737 0.101
H -1.3736 -4.0950 -4.7807 0.094
H -2.6756 -5.7093 -3.4324 0.089
H -2.6802 -5.5346 -0.9643 0.100
H -1.3704 -3.7620 0.1586 0.018
H 1.9117 -3.7109 -2.2215 0.095
H 4.3519 -4.0202 -2.3860 0.090
H 5.8779 -2.5012 -1.1709 0.089
H 4.9399 -0.6848 0.2465 0.103
H 2.5079 -0.3707 0.3936 0.088
H 1.7606 -0.6429 -3.3022 0.089
H 3.9596 -0.3221 -4.3188 0.098
H 4.8701 1.9707 -4.6106 0.090
H 3.5443 3.9184 -3.8595 0.093
H 1.3170 3.5708 -2.8125 0.052
H -2.6595 -0.2798 -2.1165 0.108
H -4.0611 -1.3873 -3.8234 0.102
H -3.3837 -1.3395 -6.2065 0.089
H -1.3154 -0.1593 -6.8707 0.090
H 0.0681 0.9645 -5.1622 0.098
S -2.6894 -1.1876 1.3411 0.536
C -2.7697 -1.3100 3.1121 -0.653
C -3.9703 -1.1686 3.8028 -0.131
C -3.9978 -1.2498 5.1831 -0.123
C -2.8315 -1.4777 5.9028 -0.124
C -1.6334 -1.6335 5.2206 -0.131
C -1.6071 -1.5480 3.8413 -0.629
S -0.0946 -1.7870 2.9160 0.232
H -4.8810 -0.9736 3.2478 0.092
H -4.9398 -1.1200 5.7054 0.086
H -2.8558 -1.5247 6.9850 0.085
H -0.7070 -1.8249 5.7490 0.104
C 0.7291 4.4047 1.1905 -0.097
C -0.4181 4.3075 2.1874 -0.170
C -0.2151 3.2104 3.2533 -0.309
C -1.4516 3.1289 4.1630 -0.175
C -1.3685 2.0224 5.2053 -0.064
C 0.9911 3.6049 4.0842 -0.446
O 1.0035 4.6038 4.7898 0.049
N 2.0746 2.7969 3.9748 0.198
C 2.2013 1.6420 3.1453 -0.537
O 3.3030 1.1192 3.1094 0.027
N 1.1085 1.2039 2.4923 0.153
C -0.0304 1.8725 2.5411 -0.473
O -1.0485 1.4258 1.9552 -0.124
H 0.5549 5.2213 0.4887 0.067
H 0.8136 3.4932 0.6034 0.044
H 1.6822 4.5869 1.6962 0.076
H -1.3460 4.0762 1.6603 0.115
H -0.5414 5.2561 2.7168 0.115
H -2.3104 2.9547 3.5133 0.119
H -1.5692 4.1023 4.6456 0.113
H -1.3155 1.0422 4.7316 0.061
H -2.2521 2.0259 5.8462 0.073
H -0.4909 2.1412 5.8468 0.080
H 2.9079 3.0571 4.4786 0.147
```

Output
- HOMO level (eV) = -1.564
- relative energy (zero: lowest compared OMol25 entry of this formula, charge and spin) (eV) = 0.0000
- multiplicity = 1
- E (eV) = -114897.2879
- net charge = -2
- lowest unoccupied orbital energy (eV) = 4.22
- strongest force on any atom (eV/Å) = 0.9
- orbital gap (eV) = 5.783